The following is a quantum chemistry calculation of the molecule C9H11BO3 at a distorted geometry, from the Open Molecules 2025 dataset.

Values from the calculation:
relative energy (zero: lowest compared OMol25 entry of this formula, charge and spin)	482.8	kJ/mol
LUMO (spin up / spin down)	0.0267 / 0.0232	Ha
Kohn-Sham gap (spin up / spin down)	7.86 / 7.91	eV
multiplicity	1
HOMO (spin up / spin down)	-7.13 / -7.28	eV

The geometry in XYZ format:
```
24
Properties=species:S:1:pos:R:3:lowdin_charge:R:1
B 0.53 -2.83 -0.42 -0.43
C -2.95 0.86 0.15 -0.12
C -2.82 -0.24 1.02 -0.09
C -1.92 1.34 -0.62 -0.05
C -1.72 -1.10 0.90 0.01
C -0.74 0.54 -0.73 -0.13
C -0.73 -0.72 -0.05 -0.17
C 0.60 0.90 -1.36 -0.09
C 1.35 1.58 -0.21 -0.13
C 3.10 1.27 1.22 -0.06
O 0.43 -1.50 -0.22 0.09
O 1.84 -3.22 -0.43 0.19
O 2.23 0.84 0.38 -0.08
H -3.91 1.56 0.27 0.14
H -3.62 -0.29 1.77 0.11
H -2.20 1.95 -1.40 0.08
H -1.71 -2.01 1.43 0.10
H 1.20 0.07 -1.69 0.11
H 0.49 1.70 -2.20 0.15
H 1.49 2.63 -0.02 0.12
H -0.31 -3.57 -0.39 0.09
H 3.41 2.30 1.48 0.09
H 3.62 0.43 1.55 0.04
H 2.33 -2.48 -0.44 0.03
```

---

The following is a quantum chemistry calculation of the molecule C9H11BrFO3P at a distorted geometry, from the Open Molecules 2025 dataset.

Values from the calculation:
relative energy (zero: lowest compared OMol25 entry of this formula, charge and spin)	126.5	kJ/mol
LUMO (spin up / spin down)	-0.0346 / -0.0346	Ha
structure (SMILES)	COP(=O)(OC)/C(F)=C1/C=CC=C[C@@H]1Br
Kohn-Sham gap (spin up / spin down)	7.71 / 7.71	eV
multiplicity	1
HOMO (spin up / spin down)	-8.65 / -8.65	eV

The geometry in XYZ format:
```
26
Properties=species:S:1:pos:R:3:lowdin_charge:R:1
C 3.76 -0.15 0.44 -0.10
O 2.57 -0.85 0.03 -0.23
P 1.35 0.15 -0.08 0.53
O 1.09 0.78 1.23 -0.26
O 1.64 1.28 -1.22 -0.25
C 0.88 2.47 -1.21 -0.14
C 0.19 -1.05 -0.67 -0.21
F 0.63 -1.93 -1.63 0.02
C -1.16 -1.11 -0.40 -0.25
C -2.04 -2.00 -1.08 -0.05
C -3.27 -2.25 -0.57 -0.07
C -3.78 -1.65 0.66 -0.10
C -3.08 -0.66 1.21 -0.17
C -1.86 -0.16 0.57 -0.52
Br -2.44 1.49 -0.48 0.70
H 4.61 -0.95 0.69 0.13
H 3.42 0.19 1.47 0.10
H 4.18 0.56 -0.18 0.05
H 1.25 2.88 -0.23 0.10
H -0.19 2.38 -1.35 -0.02
H 1.26 3.18 -2.01 0.11
H -1.59 -2.46 -2.06 0.16
H -4.04 -2.93 -0.97 0.11
H -4.76 -2.13 1.09 0.15
H -3.55 -0.25 2.04 0.09
H -1.10 0.36 1.32 0.12
```

---

The following is a quantum chemistry calculation of the molecule C9H11Cl2IN2O2 at a distorted geometry, from the Open Molecules 2025 dataset.

Values from the calculation:
LUMO	0.0098	Ha
structure (SMILES)	C/C(Cl)=C(\Cl)[C@]1(CC(=O)I)CC(=O)N[C@H]1N
Kohn-Sham gap	9.76	eV
multiplicity	1
HOMO	-9.49	eV

The geometry in XYZ format:
```
27
Properties=species:S:1:pos:R:3:lowdin_charge:R:1
C -2.52 2.17 -1.66 -0.14
C -1.91 1.09 -0.75 -0.68
Cl -3.00 0.17 0.29 0.66
C -0.60 0.86 -0.72 -0.55
Cl 0.36 1.86 -1.87 0.73
C 0.15 -0.17 0.15 -0.36
C 0.41 -1.58 -0.50 -0.11
C -0.68 -2.64 -0.18 -0.81
O -0.54 -3.33 0.74 0.05
I -2.44 -2.91 -1.45 0.75
C -0.19 -0.29 1.67 -0.06
C 1.14 -0.88 2.24 -0.44
O 1.32 -1.75 2.99 0.18
N 2.16 -0.01 1.62 0.06
C 1.61 0.51 0.31 -0.38
N 2.63 0.06 -0.66 0.04
H -2.28 3.18 -1.28 0.09
H -3.63 2.08 -1.68 0.07
H -2.16 2.06 -2.70 0.06
H 0.49 -1.52 -1.61 0.12
H 1.37 -2.01 -0.15 0.13
H -0.51 0.71 2.03 0.14
H -1.10 -0.89 1.85 0.09
H 2.03 0.81 2.23 0.12
H 1.60 1.60 0.52 0.13
H 3.48 0.00 -0.09 0.08
H 2.82 0.80 -1.33 0.05
```

---

> multiplicity of number 3 (C9H11Cl2IN2O2)?

1

---

> Which formula does entry 1 have?

C9H11BO3